ORCA calculation (the ωB97M-V functional and the def2-TZVPD basis) on a molecular structure, H18KrO9.

Orbital gap, Ha: 0.3708
Energy, eV: -93649.2754
ΔE to the lowest compared entry with this formula, charge and spin, kcal/mol: 21.1
Multiplicity: 1

Geometry (Å):
Kr: 0.28632 -0.82588 0.23587
O: -1.24467 1.41174 -2.80843
H: -0.33971 1.69025 -2.66799
H: -1.76415 1.99682 -2.25702
O: -3.04695 -1.08789 -2.22487
H: -3.89813 -0.69179 -2.03823
H: -2.41247 -0.40134 -2.01914
O: 3.93602 -0.19017 -1.46457
H: 4.25221 0.54435 -0.93851
H: 3.10748 0.11718 -1.83238
O: 1.66303 1.78007 -2.29114
H: 2.20575 2.28176 -1.68287
H: 1.95152 2.06239 -3.15906
O: -1.86573 -0.78903 2.68238
H: -1.40463 -0.42464 3.43791
H: -2.04693 -0.03283 2.12420
O: -2.35600 -3.34338 1.41701
H: -1.80804 -4.07860 1.69165
H: -1.83862 -2.56633 1.62853
O: 0.61383 2.11980 2.58038
H: -0.05011 2.12763 1.89091
H: 0.88432 1.20373 2.64268
O: -1.80994 1.87938 1.31925
H: -2.35240 1.90574 0.53105
H: -2.15643 2.57939 1.87257
O: 3.48354 -3.18015 0.59584
H: 3.77364 -2.33128 0.26192
H: 4.23727 -3.75704 0.47204

ORCA calculation (the ωB97M-V functional and the def2-TZVPD basis) on a molecular structure, C31H29N4O8P2PtS.

Orbital gap (alpha / beta), Ha: 0.2929 / 0.2273
Charge: +1
Energy, eV: -87615.0352
ΔE to the lowest compared entry with this formula, charge and spin, kcal/mol: 34.2
Multiplicity: 5

Geometry (Å):
Pt: 0.83539 -0.38911 0.51152
C: 2.95208 4.68142 -0.16115
C: 2.26574 3.80782 -1.00284
C: 1.62266 2.70711 -0.49140
C: 1.61127 2.48015 0.91105
C: 2.34927 3.36294 1.75251
C: 3.00530 4.44040 1.21387
N: 0.95332 1.40079 1.41734
C: 0.68754 1.28637 2.80158
C: 0.24713 2.31679 3.60989
C: 0.01381 2.07759 4.96250
C: 0.20899 0.81480 5.50438
C: 0.60977 -0.24256 4.69667
C: 0.82529 -0.00316 3.34583
N: 1.14633 -0.99455 2.42113
N: 1.20593 -2.25081 2.78540
C: 0.13962 -3.02789 2.59671
C: 0.27876 -4.40523 2.87261
C: -0.81291 -5.22176 2.64036
C: -1.97143 -4.65263 2.14644
C: -2.00593 -3.26603 1.89249
N: -0.99740 -2.45866 2.10304
H: 3.47105 5.53492 -0.57790
H: 2.24631 3.97974 -2.07073
H: 1.12933 2.01488 -1.15465
H: 2.44435 3.14569 2.80438
H: 3.58555 5.08872 1.85711
H: 0.07136 3.29671 3.18451
H: -0.32386 2.88936 5.59330
H: 0.03496 0.64538 6.55842
H: 0.75713 -1.23547 5.09876
H: 1.23475 -4.77899 3.20817
H: -0.74942 -6.28635 2.82193
H: -2.84725 -5.25330 1.94091
H: -2.91121 -2.81508 1.48968
O: 2.48493 -3.38246 -1.71294
P: 2.15110 -3.16493 -0.17582
O: 2.04919 -4.40169 0.60010
O: 0.89970 -2.24004 -0.24982
O: 3.34021 -2.24848 0.40912
P: 3.90773 -0.82136 -0.10032
O: 4.32661 -0.17265 1.29994
O: 4.99135 -0.92756 -1.07035
O: 2.65877 -0.02015 -0.53950
H: 3.09927 -4.11955 -1.85479
H: 5.27247 -0.28894 1.47849
O: -0.25267 0.20919 -1.16723
S: -1.53745 1.02224 -0.84205
C: -2.74533 -0.17791 -0.22591
C: -3.16008 -1.26384 -1.17290
C: -4.44268 -1.22720 -1.71761
C: -4.85694 -2.20698 -2.60707
C: -3.98618 -3.22752 -2.96230
C: -2.70866 -3.26709 -2.42033
C: -2.29086 -2.29262 -1.52472
C: -2.11980 1.36016 -2.51333
C: -1.13411 2.23736 -3.23712
C: -0.01836 1.67563 -3.85275
C: 0.91037 2.49250 -4.47941
C: 0.72554 3.86954 -4.49901
C: -0.38524 4.43216 -3.88593
C: -1.31123 3.61686 -3.25208
H: -3.59571 0.44213 0.07145
H: -2.25679 -0.55775 0.68182
H: -5.12447 -0.42947 -1.44084
H: -5.85662 -2.17292 -3.02080
H: -4.30535 -3.99302 -3.65816
H: -2.02578 -4.06310 -2.69117
H: -1.29491 -2.34765 -1.10907
H: -3.08292 1.85894 -2.37638
H: -2.26599 0.39038 -2.98579
H: 0.12656 0.60161 -3.83468
H: 1.77573 2.05190 -4.95663
H: 1.44443 4.50359 -5.00342
H: -0.53717 5.50386 -3.90790
H: -2.18225 4.05680 -2.77661

ORCA calculation (the ωB97M-V functional and the def2-TZVPD basis) on 3 unconnected molecules or ions with the total composition C4H15NO3 at a distorted geometry.

SMILES: CNCCCO.O.O
Orbital gap, Ha: 0.3511
Energy, eV: -12021.5694
ΔE to the lowest compared entry with this formula, charge and spin, kcal/mol: 61.1
Multiplicity: 1

Geometry (Å):
C: -2.92856 -1.13989 0.12037
N: -1.76792 -1.78494 0.70282
C: -1.14378 -0.87680 1.78040
C: 0.39482 -0.60099 1.78385
C: 0.66441 0.02417 0.44072
O: 1.77274 0.88122 0.53772
H: -3.38720 -1.60176 -0.74748
H: -3.70285 -0.96152 0.98841
H: -2.62609 -0.19960 -0.30689
H: -0.98602 -1.84578 0.00961
H: -1.64970 0.05284 1.84776
H: -1.24708 -1.60366 2.65059
H: 0.60478 0.06030 2.56097
H: 0.85442 -1.61836 1.94974
H: -0.09302 0.74005 0.15191
H: 1.03246 -0.71372 -0.25900
H: 2.07732 0.97297 1.48336
O: 2.49223 1.16510 -1.96817
H: 2.26979 0.23062 -1.60314
H: 2.54076 1.57342 -1.03021
O: -0.04890 1.70212 -2.54756
H: 0.95482 1.86528 -2.29600
H: 0.08310 1.11694 -3.24733

ORCA calculation (the ωB97M-V functional and the def2-TZVPD basis) on a molecular structure, C60H57Cl3MnN5O2SSbSi at a distorted geometry.

Orbital gap (alpha / beta), Ha: 0.2095 / 0.2496
Energy, eV: -168834.8400
ΔE to the lowest compared entry with this formula, charge and spin, kcal/mol: 8.0
Multiplicity: 6

Geometry (Å):
Mn: -0.46454 1.46662 0.25443
C: 6.30381 -0.14382 0.22356
C: 6.16607 0.82261 1.36828
C: 7.21853 1.07407 2.23745
C: 7.09106 1.97487 3.28446
C: 5.90583 2.67386 3.44535
C: 4.84351 2.45094 2.58331
C: 4.95638 1.50110 1.56921
N: 3.88872 1.22087 0.68879
C: 2.54248 1.13773 0.95183
N: 2.22026 0.97596 2.24880
C: 0.98978 0.89660 2.95212
C: -0.25929 0.99058 2.32092
C: -1.36142 0.85015 3.17203
C: -1.25523 0.66846 4.54074
C: -0.00148 0.60847 5.12034
C: 1.13655 0.70883 4.33742
C: 2.49350 0.65688 4.99863
N: 1.67946 1.06214 -0.02986
C: 2.18401 1.15268 -1.36063
C: 2.11579 0.00192 -2.14942
C: 2.63805 -0.02188 -3.43054
C: 3.22776 1.11727 -3.95590
C: 3.26853 2.27264 -3.19340
C: 2.75645 2.32186 -1.89768
C: 2.82527 3.62297 -1.14432
H: 7.23615 -0.70063 0.29415
H: 6.30517 0.38700 -0.73350
H: 5.47486 -0.85507 0.20769
H: 8.15605 0.54908 2.09810
H: 7.91654 2.13966 3.96418
H: 5.80380 3.40568 4.23601
H: 3.94011 3.04021 2.67265
H: 4.13787 1.08004 -0.27672
H: 3.02144 0.97301 2.85670
H: -2.36201 0.88135 2.76614
H: -2.14673 0.59798 5.15345
H: 0.09641 0.48500 6.19245
H: 2.38061 0.41363 6.05356
H: 2.99918 1.62501 4.93664
H: 3.14612 -0.10311 4.55684
H: 1.66125 -0.88916 -1.73215
H: 2.59212 -0.93565 -4.01177
H: 3.63829 1.11352 -4.95748
H: 3.71205 3.17383 -3.60180
H: 2.23588 4.38273 -1.66234
H: 3.85382 3.98676 -1.09579
H: 2.44646 3.55216 -0.13062
N: -0.09335 -0.21192 -6.39798
C: -0.04974 1.05525 -5.89376
O: 0.19397 2.00664 -6.60958
C: -0.35839 1.21657 -4.45089
C: -0.27629 2.49708 -3.89738
C: -0.58980 2.70459 -2.57670
N: -1.00317 1.72107 -1.75487
C: -1.09458 0.49220 -2.29605
C: -0.77173 0.19618 -3.60069
H: 0.19979 -0.31042 -7.35527
H: -0.06397 -1.02615 -5.81017
H: 0.01277 3.31845 -4.53824
H: -0.54056 3.69373 -2.13283
H: -1.50687 -0.28228 -1.66035
H: -0.89118 -0.82756 -3.93483
Cl: 1.34912 4.28324 2.28649
Si: -0.38871 3.87458 1.08404
Cl: -0.35643 5.63233 -0.12819
Cl: -1.83948 4.51725 2.51924
O: -2.56937 0.43904 0.28133
S: -3.91490 0.56015 0.94337
C: -4.08283 2.34729 1.44219
C: -4.57659 3.28787 0.39494
C: -5.87968 3.77441 0.41858
C: -6.32956 4.61935 -0.58531
C: -5.48515 4.98093 -1.62455
C: -4.18181 4.50363 -1.65190
C: -3.73186 3.66400 -0.64615
C: -5.19263 0.52417 -0.37205
C: -5.36284 -0.82982 -0.98752
C: -5.60688 -1.95027 -0.19690
C: -5.81931 -3.19026 -0.77701
C: -5.83358 -3.31705 -2.15846
C: -5.60844 -2.20201 -2.95245
C: -5.34839 -0.97102 -2.37069
H: -3.07082 2.60460 1.75853
H: -4.73621 2.32416 2.31528
H: -6.53925 3.50016 1.23428
H: -7.34346 4.99706 -0.55406
H: -5.83608 5.64154 -2.40659
H: -3.50942 4.78621 -2.45242
H: -2.71676 3.29016 -0.65739
H: -4.92814 1.27975 -1.10849
H: -6.10932 0.82848 0.14067
H: -5.63241 -1.84785 0.88206
H: -5.98879 -4.05781 -0.15244
H: -6.02053 -4.28208 -2.61143
H: -5.63360 -2.28553 -4.03187
H: -5.15517 -0.10291 -2.99062
C: -0.46237 -4.28875 -3.73670
C: 0.80239 -4.18810 -3.17934
C: 0.96256 -3.60908 -1.92808
C: -0.13598 -3.13186 -1.21214
C: -1.40180 -3.22848 -1.78477
C: -1.56137 -3.81185 -3.03709
Sb: 0.20604 -2.01478 0.62552
C: 2.02396 -3.09355 1.09599
C: 3.12302 -2.37855 1.56240
C: 4.29673 -3.03001 1.92003
C: 4.38328 -4.40938 1.80903
C: 3.29864 -5.13059 1.32620
C: 2.12653 -4.47762 0.97400
C: -1.05633 -3.12284 1.98717
C: -2.40670 -2.79095 2.01067
C: -3.26009 -3.35733 2.94543
C: -2.76620 -4.25694 3.87842
C: -1.41813 -4.58231 3.87123
C: -0.56523 -4.01859 2.93107
H: -0.59664 -4.73134 -4.71622
H: 1.66420 -4.56489 -3.71745
H: 1.95543 -3.53894 -1.49979
H: -2.27657 -2.84585 -1.26412
H: -2.54877 -3.90267 -3.46275
H: 3.05966 -1.29935 1.65132
H: 5.14049 -2.46177 2.29390
H: 5.29066 -4.92272 2.10035
H: 3.36411 -6.20766 1.23165
H: 1.28531 -5.04975 0.59859
H: -2.79228 -2.07277 1.29882
H: -4.30854 -3.08171 2.95963
H: -3.42985 -4.68809 4.61717
H: -1.02470 -5.27119 4.60866
H: 0.48562 -4.27434 2.94392